The following is a quantum chemistry calculation of a molecular structure, C15H37As3RhSe2, from the OMol25 dataset.

Values from the calculation:
Total charge = +3
M = 703.05 g mol⁻¹
LUMO level = -0.427 hartree
Relative energy (zero: lowest compared OMol25 entry of this formula, charge and spin) = 6.73 kcal per mole
Orbital gap = 5.10 eV

Structure (XYZ):
```
58
C15H37As3RhSe2 (ωB97M-V/def2-TZVPD)
Rh 1.446 0.852 -0.667
C -0.292 0.168 -3.544
As -0.691 0.349 -1.663
C -1.793 1.934 -1.605
C -1.545 -1.345 -1.281
C -2.070 -1.722 0.109
C -2.593 -3.165 -0.028
C -0.900 -1.796 1.119
As 0.593 -0.536 1.117
C 0.600 0.782 2.541
C 2.063 -1.674 1.643
C -3.244 -0.841 0.574
As -2.790 0.860 1.463
C -4.456 1.807 1.119
C -3.126 0.337 3.313
H -1.249 0.130 -4.068
H 0.249 -0.757 -3.731
H 0.275 1.023 -3.905
H -2.761 1.630 -2.008
H -1.348 2.682 -2.260
H -1.904 2.307 -0.593
H -0.767 -2.059 -1.572
H -2.340 -1.435 -2.027
H -1.852 -3.830 -0.477
H -3.492 -3.183 -0.645
H -2.859 -3.564 0.953
H -0.386 -2.752 0.994
H -1.264 -1.772 2.149
H 0.254 0.255 3.433
H -0.070 1.605 2.325
H 1.625 1.114 2.702
H 1.769 -2.153 2.580
H 2.969 -1.096 1.817
H 2.226 -2.451 0.906
H -3.866 -1.420 1.259
H -3.881 -0.619 -0.287
H -4.501 2.141 0.084
H -4.496 2.683 1.764
H -5.314 1.171 1.329
H -2.430 -0.434 3.645
H -4.141 -0.039 3.429
H -2.997 1.209 3.954
C 3.258 3.692 0.537
Se 3.156 2.639 -1.100
C 4.713 1.464 -0.906
C 4.647 0.427 -2.010
Se 2.798 -0.267 -2.256
C 3.071 -2.129 -1.780
H 3.310 3.052 1.412
H 2.387 4.342 0.559
H 4.160 4.293 0.436
H 4.660 0.994 0.073
H 5.614 2.073 -0.964
H 5.279 -0.431 -1.791
H 4.907 0.824 -2.989
H 3.247 -2.239 -0.721
H 3.944 -2.452 -2.346
H 2.196 -2.680 -2.116
```

Löwdin population analysis, charges in e, atoms 1 to 4: 0.0968 -0.2572 1.0976 -0.2415